Run a
Computed, not measured: C38H56BrIN5O2SSi2Sr as an isolated structure, with wB97M-V/def2-TZVPD.

Structure (XYZ):
```
107
Properties=species:S:1:pos:R:3:lowdin_charge:R:1
I 11.536 9.352 9.735 1.000
Sr 10.823 10.347 13.469 1.179
Br 10.173 13.616 16.900 0.569
S 10.913 13.438 12.665 0.514
Si 8.876 14.781 18.343 0.520
Si 11.547 15.147 9.880 0.548
O 8.463 11.089 16.686 -0.069
O 8.796 10.993 14.502 -0.285
N 13.046 11.066 15.273 0.050
N 9.169 9.435 11.504 -0.051
N 8.677 9.002 15.801 -0.021
N 12.982 11.853 12.175 -0.069
N 9.361 8.423 14.712 -0.074
C 14.237 8.964 15.908 -0.111
C 11.367 16.370 18.625 -0.127
C 12.739 13.770 10.668 -0.247
C 8.954 13.708 19.951 -0.629
C 8.622 8.464 9.322 -0.129
C 8.645 12.231 19.781 -0.122
C 6.284 15.998 18.011 -0.103
C 12.198 15.430 8.150 -0.205
C 15.193 8.431 16.810 -0.049
C 9.724 17.182 17.078 -0.111
C 12.326 12.964 11.796 -0.824
C 9.859 16.519 18.439 -0.634
C 13.863 6.873 12.190 -0.123
C 7.790 9.364 11.819 -0.110
C 9.269 17.381 19.565 -0.089
C 12.794 8.297 13.901 -0.175
C 8.078 14.282 21.096 -0.089
C 8.610 10.438 15.657 -0.741
C 15.566 9.074 18.003 -0.141
C 7.082 14.744 17.529 -0.608
C 6.332 13.549 18.117 -0.113
C 13.985 10.786 17.566 -0.032
C 12.730 7.562 12.756 -0.245
C 14.557 12.180 10.448 -0.104
C 14.937 10.193 18.400 -0.145
C 14.014 8.237 14.616 -0.249
C 11.484 16.740 10.978 -0.192
C 15.021 6.810 12.934 -0.126
C 13.784 10.290 16.246 -0.210
C 9.784 14.485 9.817 -0.244
C 9.533 9.055 10.279 -0.752
C 14.094 11.471 11.542 -0.194
C 7.308 8.329 9.685 -0.079
C 6.903 8.800 10.959 -0.081
C 10.412 13.671 20.492 -0.121
C 15.082 7.491 14.159 -0.085
C 13.903 13.358 10.094 -0.139
C 7.102 14.651 15.998 -0.100
H 11.807 7.550 12.201 0.011
H 8.218 17.543 19.338 0.061
H 9.815 13.370 9.885 0.020
H 11.203 17.634 10.412 0.012
H 6.449 16.090 19.123 0.074
H 9.894 7.609 14.984 0.080
H 16.405 8.717 18.634 0.103
H 11.787 16.343 7.699 0.027
H 15.411 11.914 9.845 0.086
H 8.732 17.013 16.598 0.065
H 6.569 7.845 9.011 0.118
H 8.589 15.159 21.552 0.073
H 11.800 15.827 17.780 0.050
H 6.322 13.553 19.224 0.063
H 9.116 11.669 20.593 0.084
H 7.501 13.695 15.689 0.055
H 9.116 14.888 10.585 0.013
H 11.694 15.908 19.541 0.056
H 8.910 11.817 18.832 0.029
H 9.135 8.855 16.682 0.116
H 13.511 11.054 14.354 0.054
H 13.299 15.440 8.149 0.012
H 5.821 8.919 11.195 0.119
H 7.149 14.669 20.677 0.045
H 10.693 14.659 20.781 0.036
H 5.210 15.982 17.712 0.089
H 6.065 14.652 15.734 0.071
H 8.978 8.146 8.324 0.098
H 7.573 12.124 19.799 0.056
H 8.633 8.179 13.995 0.082
H 13.523 11.714 17.917 0.101
H 7.454 9.814 12.749 0.103
H 10.401 16.679 16.386 0.071
H 7.827 13.514 21.834 0.085
H 10.737 16.636 11.739 -0.005
H 11.995 14.490 7.571 0.047
H 13.681 6.311 11.267 0.084
H 15.823 6.105 12.648 0.095
H 15.756 7.508 16.597 0.101
H 11.153 13.269 19.776 0.073
H 9.814 18.327 19.580 0.079
H 12.471 16.882 11.471 0.030
H 12.901 12.047 15.525 0.075
H 9.948 18.221 17.213 0.076
H 5.304 13.624 17.830 0.070
H 11.809 17.349 18.586 0.075
H 16.018 7.543 14.679 0.082
H 15.218 10.672 19.319 0.091
H 14.531 10.522 11.865 0.108
H 9.365 16.948 20.553 0.059
H 7.623 15.492 15.559 0.067
H 6.624 12.536 17.806 0.082
H 14.363 13.984 9.344 0.083
H 10.368 13.005 21.395 0.091
H 9.347 14.767 8.812 0.031
H 6.671 16.911 17.577 0.054
```

Calculated values
Charge = -1


Run b
Computed, not measured: C38H56BrIN5O2SSi2Sr as an isolated structure, with wB97M-V/def2-TZVPD.

Structure (XYZ):
```
107
Properties=species:S:1:pos:R:3:lowdin_charge:R:1
I 3.905 -2.544 2.815 1.032
Sr 2.305 -1.285 0.195 1.166
Br -1.972 -0.401 0.314 0.553
S 1.379 0.813 -2.264 0.542
Si -3.900 0.757 0.564 0.493
Si 0.823 0.771 -5.327 0.523
O 0.671 -2.710 1.023 -0.370
O 0.903 -4.977 1.466 -0.020
N 1.173 -1.868 -2.114 -0.100
N 4.187 0.380 0.191 -0.156
N 0.072 -3.528 3.027 -0.073
N 3.951 -3.749 0.048 -0.001
N -0.012 -2.310 3.582 -0.023
C -2.684 3.344 0.465 -0.101
C 4.795 -5.944 -0.495 -0.063
C 2.663 1.105 -5.367 -0.207
C 4.853 1.373 2.389 -0.148
C 2.182 3.833 1.787 -0.094
C -5.063 -0.236 -1.745 -0.115
C 4.267 -4.003 1.345 -0.722
C 3.029 2.776 1.516 -0.019
C 0.223 -3.185 -3.854 -0.097
C 4.893 -5.177 1.812 -0.146
C 6.517 0.503 0.761 -0.065
C -6.616 -0.030 0.215 -0.100
C -3.616 2.451 -0.391 -0.634
C 0.262 -2.093 -4.723 -0.089
C 4.133 -4.780 -0.822 -0.136
C 2.317 3.487 4.190 -0.082
C -4.405 -0.350 3.119 -0.119
C -2.672 1.434 3.309 -0.095
C -2.808 2.198 -1.679 -0.133
C -5.121 2.044 2.885 -0.101
C -5.207 -0.446 -0.216 -0.607
C 0.677 -0.790 -4.278 -0.272
C 7.258 1.278 2.865 -0.156
C -4.889 3.260 -0.631 -0.093
C 0.258 0.143 -7.066 -0.190
C 5.124 -6.189 0.882 -0.053
C 3.623 2.144 2.634 -0.198
C 0.756 -3.051 -2.543 -0.159
C -4.913 -1.948 0.148 -0.107
C 5.955 1.329 3.325 -0.060
C 3.189 2.454 3.891 -0.081
C 5.109 0.757 1.093 -0.384
C -0.279 2.160 -4.601 -0.221
C 1.055 -0.748 -2.899 -0.809
C 7.551 0.800 1.590 -0.142
C 1.815 4.193 3.087 -0.112
C -3.987 1.048 2.527 -0.584
C 0.592 -3.818 1.717 -0.742
H -5.646 2.632 -1.116 0.063
H -5.855 -0.734 -2.340 0.089
H -4.761 3.079 2.687 0.070
H -3.656 -1.124 3.018 0.070
H 0.039 -2.222 -5.772 0.077
H 8.565 0.704 1.260 0.085
H -6.036 1.955 2.270 0.070
H -3.298 1.534 -2.412 0.067
H -2.541 4.314 -0.046 0.096
H -0.235 -2.310 4.564 0.076
H -6.841 1.014 0.111 0.059
H 4.698 0.049 -0.651 0.023
H 5.776 1.448 4.424 0.108
H -4.116 -0.599 -2.173 0.081
H -0.719 2.875 -5.341 0.031
H 1.083 4.929 3.255 0.070
H -3.941 -2.308 -0.107 0.031
H -1.789 1.921 -1.376 0.044
H 0.339 0.919 -7.802 0.005
H -6.733 -0.275 1.291 0.070
H 5.057 -6.690 -1.250 0.101
H -2.751 3.187 -2.111 0.075
H -3.151 3.534 1.411 0.041
H 0.237 -4.294 3.652 0.116
H 3.793 -4.587 -1.883 0.130
H 0.894 -0.715 -7.312 0.026
H -5.559 -2.650 -0.312 0.066
H 1.664 4.421 1.008 0.105
H -0.097 -4.139 -4.229 0.075
H -7.298 -0.679 -0.336 0.083
H -2.428 2.486 3.343 0.060
H -1.032 1.697 -3.966 0.001
H -5.110 0.848 -1.998 0.053
H -5.342 -0.711 2.618 0.055
H -2.784 1.062 4.347 0.081
H 3.231 0.501 -4.639 0.024
H 3.431 1.709 4.634 0.105
H 2.896 2.161 -5.145 0.032
H -1.707 2.885 0.589 0.080
H 0.364 2.724 -3.950 -0.024
H -4.566 4.165 -1.175 0.086
H -0.771 -0.110 -7.010 0.005
H -5.010 -2.133 1.196 0.048
H -4.617 -0.207 4.180 0.073
H 6.646 0.028 -0.217 0.094
H 5.624 -7.125 1.175 0.109
H -1.814 0.932 2.849 0.035
H 0.022 -1.481 3.010 0.063
H -5.277 3.702 0.292 0.072
H 0.814 -3.939 -1.875 0.116
H 1.897 3.579 5.146 0.076
H 8.059 1.511 3.535 0.072
H 3.108 2.424 0.503 0.086
H -5.358 1.968 3.924 0.064
H 3.053 0.824 -6.336 0.009
H 5.231 -5.360 2.829 0.092
```

Calculated values
Charge = -1


Last place for stability: run b


Run a
Computed, not measured: one molecule with the formula C3H3ClO, with wB97M-V/def2-TZVPD.

Structure (XYZ):
```
8
Properties=species:S:1:pos:R:3:lowdin_charge:R:1
Cl 1.040 1.017 1.463 0.560
O -1.455 0.230 0.753 -0.125
C 0.371 -0.195 -0.886 -0.107
C -0.106 -0.198 0.726 -0.660
C 0.834 -0.002 -1.937 0.055
H 1.152 0.009 -2.985 0.049
H 0.118 -1.094 1.178 0.050
H -1.953 0.233 1.688 0.176
```

Calculated values
Charge = 0
SMILES string = C#C[C@H](O)Cl


Run b
Computed, not measured: one molecule with the formula C3H3ClO, with wB97M-V/def2-TZVPD.

Structure (XYZ):
```
8
Properties=species:S:1:pos:R:3:lowdin_charge:R:1
Cl -1.340 -1.763 0.003 0.628
O 1.756 -1.601 -0.119 0.071
C -0.849 0.874 -0.070 -0.024
C -0.289 -0.338 -0.106 -0.671
C 1.194 -0.575 0.083 -0.312
H -1.935 1.161 -0.185 0.084
H -0.240 1.859 0.094 0.104
H 1.703 0.383 0.301 0.121
```

Calculated values
Charge = 0
SMILES string = C=C(Cl)C=O


Run c
Computed, not measured: a 2-piece molecular cluster, C3H3ClO overall, with wB97M-V/def2-TZVPD.

Structure (XYZ):
```
8
Properties=species:S:1:pos:R:3:lowdin_charge:R:1
Cl 2.522 -0.229 1.316 0.561
O -0.211 -1.229 -0.656 0.009
C -1.386 -0.405 -0.610 -0.123
C 1.292 0.846 1.051 -0.516
C 0.000 0.039 -0.570 -0.088
H -1.974 -0.505 0.292 0.104
H 1.678 1.817 0.727 -0.043
H -1.920 -0.334 -1.550 0.098
```

Calculated values
Charge = 0


Last place for stability: run c


Run a
Computed, not measured: one molecule with the formula C4H4, with wB97M-V/def2-TZVPD.

Structure (XYZ):
```
8
Properties=species:S:1:pos:R:3:lowdin_charge:R:1
C -0.118 -0.484 0.641 -0.211
C 0.819 -0.096 1.488 0.015
C -0.311 0.093 -0.661 -0.150
C -0.532 0.519 -1.776 0.115
H -0.847 -1.225 0.929 0.096
H 1.538 0.650 1.193 0.065
H -0.751 0.917 -2.731 0.018
H 0.913 -0.537 2.456 0.052
```

Calculated values
Charge = 0
SMILES string = C#CC=C


Run b
Computed, not measured: one molecule with the formula C4H4, with wB97M-V/def2-TZVPD.

Structure (XYZ):
```
8
Properties=species:S:1:pos:R:3:lowdin_charge:R:1
C 2.107 -0.035 0.015 -0.005
C -0.863 -0.322 -0.248 -0.125
C -2.058 0.082 -0.090 -0.040
C 0.593 -0.225 -0.130 0.005
H 2.836 -0.770 -0.309 0.016
H -2.016 0.925 0.534 0.057
H -2.890 -0.435 -0.522 0.059
H 2.290 0.780 0.749 0.033
```

Calculated values
Charge = 0
SMILES string = C=C=C=C


Run c
Computed, not measured: one molecule with the formula C4H4, with wB97M-V/def2-TZVPD.

Structure (XYZ):
```
8
Properties=species:S:1:pos:R:3:lowdin_charge:R:1
C 0.000 -0.060 -0.634 -0.221
C 0.193 1.266 -0.868 0.018
C -0.277 -1.378 1.656 0.104
C -0.138 -0.736 0.618 -0.168
H 0.098 1.966 -0.036 0.063
H -0.015 -0.795 -1.471 0.107
H 0.364 1.631 -1.889 0.059
H -0.224 -1.894 2.624 0.038
```

Calculated values
Charge = 0
SMILES string = C#CC=C


Last place for stability: run b


Run a
Computed, not measured: one molecule with the formula C4H4, with wB97M-V/def2-TZVPD.

Structure (XYZ):
```
8
Properties=species:S:1:pos:R:3:lowdin_charge:R:1
C -0.140 0.990 -0.317 -0.065
C -0.980 0.063 -0.849 -0.020
C -0.420 -0.499 0.394 -0.173
C 0.959 0.118 0.352 -0.138
H -1.742 -0.197 -1.464 0.060
H -0.942 -0.743 1.402 0.128
H 1.579 -0.199 -0.579 0.127
H 1.686 0.466 1.061 0.080
```

Calculated values
Charge = 0
SMILES string = C1=C2C[C@H]12


Run b
Computed, not measured: C4H4 as an isolated structure, with wB97M-V/def2-TZVPD.

Structure (XYZ):
```
8
Properties=species:S:1:pos:R:3:lowdin_charge:R:1
C 0.480 0.247 -0.408 -0.065
C 0.065 -0.662 -1.222 -0.044
C -0.454 0.625 1.924 -0.115
C -0.848 0.494 3.019 0.056
H 0.978 1.030 -0.853 0.047
H 0.061 0.143 0.683 -0.031
H -0.489 -1.414 -0.777 0.036
H 0.207 -0.462 -2.366 0.116
```

Calculated values
Charge = 0


Last place for stability: run b